[1]
Density functional theory data (ωB97M-V with the def2-TZVPD basis set) for an isolated molecule of C3H4O2S at a distorted geometry.

The geometry in XYZ format:
```
10
Properties=species:S:1:pos:R:3:forces:R:3:lowdin_charge:R:1
C -0.73367 0.55828 -1.12371 2.8 2.6 1.0 -0.203
C -0.02808 -0.14518 0.24022 0.0 -0.9 -1.2 -0.411
C 0.62539 0.14026 1.49352 -0.2 0.6 -0.9 -0.385
O -0.19715 -1.38440 0.29366 -0.1 1.2 -0.4 -0.001
O -1.17964 -0.45758 -1.87237 -0.2 2.1 -3.2 -0.011
S 2.26681 0.09694 1.74481 -1.2 -0.7 1.0 0.814
H -1.49048 1.24603 -0.76323 -0.6 0.0 0.4 0.096
H -0.08630 1.28323 -1.82082 -0.6 -1.7 1.9 0.157
H -1.28884 -1.14346 -1.29855 -0.6 -3.8 2.4 0.021
H 2.11197 -0.19411 3.10645 0.6 0.6 -1.0 -0.077
```
Positions in Å, forces in eV/Å.

Computed properties:
- Strongest force on any atom: 0.0879 Eh/bohr
- Energy above the lowest of the compared OMol25 structures with the same formula, charge and spin: 419.9 kJ/mol
- HOMO: -9.1 eV
- Molecular weight: 104.13 g/mol
- 2S+1: 1
- LUMO energy: -0.49 eV


[2]
Density functional theory data (ωB97M-V with the def2-TZVPD basis set) for a cluster of 2 separate species, C3H4O2S in total at a distorted geometry.

The geometry in XYZ format:
```
10
Properties=species:S:1:pos:R:3:forces:R:3:lowdin_charge:R:1
C 1.53874 -0.61041 0.33632 0.3 0.1 -0.1 -0.060
C 0.66478 -0.36782 1.22204 -4.6 2.5 0.2 0.016
C -0.95447 0.91285 0.39263 1.7 -4.1 1.6 -0.150
O -2.39790 0.92480 -1.76157 1.3 -1.3 0.3 -0.348
O 0.01709 0.36242 -2.06551 -0.4 -0.4 0.4 -0.337
S -1.12938 0.45792 -1.19462 -1.2 2.7 -0.6 0.712
H 2.25300 -1.32192 0.55238 1.8 -1.4 0.3 0.052
H 1.49032 -0.11186 -0.57233 0.3 0.5 -1.6 0.021
H 0.38683 -0.69213 2.22097 0.1 0.2 -0.4 0.067
H -1.86901 0.44615 0.86968 0.7 1.1 -0.2 0.027
```
Positions in Å, forces in eV/Å.

Computed properties:
- Strongest force on any atom: 0.1026 Eh/bohr
- Energy above the lowest of the compared OMol25 structures with the same formula, charge and spin: 626.8 kJ/mol
- HOMO (spin up / spin down): -9.8 / -9.8 eV
- Molecular weight: 104.13 g/mol
- 2S+1: 1
- LUMO energy (spin up / spin down): -1.34 / -1.34 eV


[3]
Density functional theory data (ωB97M-V with the def2-TZVPD basis set) for an isolated molecule of C3H4O2S2 at a distorted geometry.

The geometry in XYZ format:
```
11
Properties=species:S:1:pos:R:3:forces:R:3:lowdin_charge:R:1
C -1.20606 0.25343 -0.01863 -1.4 3.9 -0.3 -0.854
C 1.12357 0.77052 -0.04933 -1.6 -1.0 2.5 -0.143
C 1.13028 -0.83910 0.01858 -2.4 3.2 3.7 -0.338
O -3.53364 -0.69827 -0.08356 -1.1 -0.9 0.1 -0.691
O -0.26491 1.28573 -0.10320 -0.3 -2.4 0.1 -0.171
S -0.66130 -1.34119 -0.06235 0.9 -0.6 -0.1 0.996
S -2.93635 0.64943 0.00661 3.9 -0.5 -0.1 0.853
H 1.53862 1.30491 0.89524 -0.2 -1.2 -1.9 0.158
H 1.57693 0.94901 -0.96367 1.0 1.4 -1.5 0.084
H 1.71983 -1.30177 -0.66705 1.4 -1.1 -2.3 0.031
H 1.51302 -1.03269 1.02738 -0.2 -0.6 -0.3 0.075
```
Positions in Å, forces in eV/Å.

Computed properties:
- Strongest force on any atom: 0.1061 Eh/bohr
- Energy above the lowest of the compared OMol25 structures with the same formula, charge and spin: 230.7 kJ/mol
- HOMO (spin up / spin down): -7.7 / -7.7 eV
- Molecular weight: 136.20 g/mol
- 2S+1: 1
- LUMO energy (spin up / spin down): 0.19 / 0.19 eV


[4]
Density functional theory data (ωB97M-V with the def2-TZVPD basis set) for an isolated molecule of C3H4O2S2 at a distorted geometry.

The geometry in XYZ format:
```
11
Properties=species:S:1:pos:R:3:forces:R:3:lowdin_charge:R:1
C -2.11631 -1.48890 0.25081 -2.2 -0.9 1.0 -0.122
C -0.42485 0.11191 0.02541 -1.3 0.4 0.1 -0.875
C 1.02523 0.29715 0.15815 0.6 -1.0 -0.4 -0.908
H -2.14310 -2.58362 0.46488 0.2 0.8 -0.2 0.098
H -2.45519 -1.32544 -0.78988 -0.2 0.1 0.7 0.085
H -2.84956 -1.02192 1.06471 1.8 -0.4 -1.9 0.136
H 2.27725 1.48499 0.82922 0.2 0.1 -0.1 0.117
O -0.76413 -1.11749 0.34561 0.2 -0.1 0.5 -0.160
O 1.31590 1.42749 0.74327 0.3 0.7 0.4 0.029
S -1.44117 1.29903 -0.41582 0.1 0.0 -0.1 0.813
S 2.05692 -0.83372 -0.38957 0.2 0.3 0.1 0.788
```
Positions in Å, forces in eV/Å.

Computed properties:
- Strongest force on any atom: 0.0515 Eh/bohr
- Energy above the lowest of the compared OMol25 structures with the same formula, charge and spin: 99.7 kJ/mol
- HOMO: -8.9 eV
- Molecular weight: 136.20 g/mol
- 2S+1: 1
- Structure (SMILES): COC(=S)C(O)=S
- LUMO energy: -0.83 eV


[5]
Density functional theory data (ωB97M-V with the def2-TZVPD basis set) for a structure of composition C3H4O2Sc at a distorted geometry.

The geometry in XYZ format:
```
10
Properties=species:S:1:pos:R:3:forces:R:3:mulliken_spin:R:1
C -0.85616 -0.21884 -0.17083 4.2 0.9 2.3 -0.002
C -1.11683 1.07100 -0.53691 -0.7 0.0 -1.1 -0.002
H -1.76482 1.70247 0.07277 0.0 -0.1 -0.3 0.000
H -0.84394 1.36256 -1.55312 0.2 0.3 0.5 0.000
C 0.69186 -0.15692 -0.30468 -5.5 -1.1 -3.7 -0.001
O 1.42981 -0.63245 0.55781 3.6 -1.0 2.5 0.000
Sc 3.48949 -1.16862 0.89207 -1.6 0.4 -0.1 1.004
H 1.05321 0.00079 -1.33459 -0.1 0.7 0.5 0.001
O -1.37767 -0.73037 0.94714 0.1 0.1 -0.7 0.000
H -0.70494 -1.22962 1.43033 -0.2 -0.3 0.0 0.000
```
Positions in Å, forces in eV/Å.

Computed properties:
- Strongest force on any atom: 0.1308 Eh/bohr
- Energy above the lowest of the compared OMol25 structures with the same formula, charge and spin: 80.4 kJ/mol
- HOMO (spin up / spin down): -17.4 / -17.4 eV
- Net charge: +2
- Molecular weight: 117.02 g/mol
- 2S+1: 2
- LUMO energy (spin up / spin down): -10.74 / -10.77 eV


[6]
Density functional theory data (ωB97M-V with the def2-TZVPD basis set) for a structure of composition C3H4O2Sm at a distorted geometry.

The geometry in XYZ format:
```
10
Properties=species:S:1:pos:R:3:forces:R:3:mulliken_spin:R:1
C -1.38356 -0.59718 -0.27456 0.3 -1.0 0.4 0.000
C -0.62306 0.66698 -0.19904 0.8 -0.5 -0.7 0.003
H -0.72544 1.28940 0.69993 0.0 0.0 -0.4 0.001
H -0.79560 1.15732 -1.17952 0.3 0.3 0.4 0.000
C 0.78697 0.00657 -0.37904 0.0 1.8 -0.5 -0.009
O 1.72872 0.17163 0.38584 0.0 -0.4 -0.1 -0.055
Sm 4.45567 0.00767 0.46915 -0.7 0.0 0.0 7.067
H 0.94870 -0.45888 -1.36839 -0.2 -0.2 0.4 -0.006
O -2.20016 -0.67584 0.73508 0.6 0.5 1.2 0.000
H -2.19225 -1.56767 1.11054 -1.0 -0.4 -0.8 0.000
```
Positions in Å, forces in eV/Å.

Computed properties:
- Strongest force on any atom: 0.0368 Eh/bohr
- Energy above the lowest of the compared OMol25 structures with the same formula, charge and spin: 268.1 kJ/mol
- HOMO (spin up / spin down): -9.7 / -11.9 eV
- Net charge: +1
- Molecular weight: 222.42 g/mol
- 2S+1: 8
- LUMO energy (spin up / spin down): -3.73 / -3.92 eV


[7]
Density functional theory data (ωB97M-V with the def2-TZVPD basis set) for a structure of composition C3H4O2Y at a distorted geometry.

The geometry in XYZ format:
```
10
Properties=species:S:1:pos:R:3:forces:R:3:mulliken_spin:R:1
H 0.28046 -1.37659 1.17176 0.7 1.6 -1.9 -0.008
O 0.94609 0.68776 -0.11574 -0.2 0.7 0.9 -0.011
O -1.12062 1.46997 0.35005 -1.3 -0.8 0.4 0.053
C 0.47947 -0.67749 -0.15121 -4.3 -0.1 1.0 0.092
C 1.17721 -1.43826 -1.20309 0.3 -1.1 0.2 -0.001
C 0.05324 1.60529 0.13169 2.1 -0.7 -0.5 0.824
H 1.64511 -2.31142 -0.72180 0.5 0.3 -0.5 0.001
H 0.46671 -1.87000 -1.92879 0.0 0.2 0.3 0.003
H 1.85126 -0.81139 -1.80325 0.2 -0.3 0.6 0.002
Y -1.85239 -0.65972 0.54700 2.1 0.2 -0.5 0.045
```
Positions in Å, forces in eV/Å.

Computed properties:
- Strongest force on any atom: 0.0858 Eh/bohr
- Energy above the lowest of the compared OMol25 structures with the same formula, charge and spin: 129.4 kJ/mol
- HOMO (spin up / spin down): -18.0 / -17.9 eV
- Net charge: +2
- Molecular weight: 160.97 g/mol
- 2S+1: 2
- LUMO energy (spin up / spin down): -10.92 / -10.92 eV


[8]
Density functional theory data (ωB97M-V with the def2-TZVPD basis set) for a structure of composition C3H4O2Yb at a distorted geometry.

The geometry in XYZ format:
```
10
Properties=species:S:1:pos:R:3:forces:R:3:mulliken_spin:R:1
C 0.07097 -0.17516 0.68259 0.2 -0.8 -1.0 0.000
C 1.26416 -0.54432 1.18407 0.0 0.4 0.1 0.000
H 1.33515 -1.18735 2.06156 0.0 0.3 -0.2 0.000
H 2.17757 -0.14701 0.74438 -0.2 -0.3 0.0 0.000
C 0.05441 0.37940 -0.67143 0.6 0.8 1.2 0.001
O -1.00552 0.48894 -1.28917 -0.9 0.3 -1.5 -0.008
Yb -1.97771 1.36616 -3.43645 0.5 -0.5 1.1 1.007
H 0.99996 0.78027 -1.07203 -0.2 -0.4 0.0 0.000
O -1.09885 -0.57265 1.20710 0.0 0.1 0.1 0.000
H -1.82014 -0.38829 0.58937 0.0 0.0 0.1 0.000
```
Positions in Å, forces in eV/Å.

Computed properties:
- Strongest force on any atom: 0.0348 Eh/bohr
- Energy above the lowest of the compared OMol25 structures with the same formula, charge and spin: 5.0 kJ/mol
- HOMO (spin up / spin down): -11.6 / -11.5 eV
- Net charge: +1
- Molecular weight: 245.10 g/mol
- 2S+1: 2
- LUMO energy (spin up / spin down): -4.81 / -7.32 eV


[9]
Density functional theory data (ωB97M-V with the def2-TZVPD basis set) for an isolated molecule of C3H4O3 at a distorted geometry.

The geometry in XYZ format:
```
10
Properties=species:S:1:pos:R:3:forces:R:3:lowdin_charge:R:1
C 0.83639 -0.28561 -1.04816 0.6 0.8 -0.8 -0.108
C -0.74114 -0.64539 1.19720 3.1 0.9 -3.9 0.005
C -0.19777 0.24072 -0.06357 0.0 -0.8 3.1 -0.440
O 1.42621 0.52517 -1.75130 -0.7 -0.9 0.9 0.052
O -1.42825 -0.39368 -0.01525 -0.6 -1.0 -0.9 0.010
O -0.14036 1.63134 0.09184 0.5 -1.4 -1.7 0.045
H 1.09880 -1.36770 -1.15862 -0.6 0.5 0.4 0.148
H -0.22100 -1.54383 1.52750 -0.6 -0.4 -0.8 0.113
H -1.06344 -0.02585 1.91801 -1.0 2.0 2.7 0.065
H 0.43056 1.86483 -0.69765 -0.7 0.2 1.0 0.111
```
Positions in Å, forces in eV/Å.

Computed properties:
- Strongest force on any atom: 0.0980 Eh/bohr
- Energy above the lowest of the compared OMol25 structures with the same formula, charge and spin: 287.1 kJ/mol
- HOMO: -10.0 eV
- Molecular weight: 88.06 g/mol
- 2S+1: 1
- Structure (SMILES): O=C[C@]1(O)CO1
- LUMO energy: 0.23 eV


[10]
Density functional theory data (ωB97M-V with the def2-TZVPD basis set) for a structure of composition C3H4O3 at a distorted geometry.

The geometry in XYZ format:
```
10
Properties=species:S:1:pos:R:3:forces:R:3:lowdin_charge:R:1
C 0.56420 0.01309 -2.39562 -1.4 0.3 0.4 -0.419
C 0.07964 0.21749 -1.02820 -0.7 2.2 -0.3 -0.186
C 0.09024 -0.74071 0.12627 -2.0 0.7 1.2 -0.011
O 0.43128 -0.29867 -3.52853 0.6 0.1 0.3 0.179
O 1.38796 0.62166 -1.53943 0.5 0.0 -0.5 0.162
O -0.87914 1.72668 -0.79571 2.4 -5.4 2.4 -0.032
H 0.30427 -1.87411 0.08457 -0.7 2.0 -0.9 0.128
H -0.94203 -0.44334 0.51728 1.1 -1.3 0.1 0.113
H 0.78395 -0.37561 0.87594 0.2 0.3 0.1 0.081
H -0.79378 1.97813 -1.67204 0.0 1.2 -2.9 -0.014
```
Positions in Å, forces in eV/Å.

Computed properties:
- Strongest force on any atom: 0.1245 Eh/bohr
- Energy above the lowest of the compared OMol25 structures with the same formula, charge and spin: 372.3 kJ/mol
- HOMO: -10.8 eV
- Molecular weight: 88.06 g/mol
- 2S+1: 1
- LUMO energy: 0.42 eV


[11]
Density functional theory data (ωB97M-V with the def2-TZVPD basis set) for an isolated molecule of C3H4O3.

The geometry in XYZ format:
```
10
Properties=species:S:1:pos:R:3:forces:R:3:lowdin_charge:R:1
O -0.09270 -0.77685 -1.40366 -0.1 -0.2 0.1 -0.005
C 0.26734 0.19185 -0.44557 0.1 0.2 0.0 -0.319
C 1.03536 -0.47438 0.69728 0.3 0.2 0.3 -0.197
O 1.99820 0.00461 1.23618 -0.4 -0.2 -0.3 0.084
C -0.98899 0.83382 0.14127 -0.3 -0.2 0.2 -0.171
O -1.81231 0.14410 0.69544 0.3 0.3 -0.3 0.077
H -0.79688 -1.31775 -1.01677 0.0 0.0 -0.1 0.101
H 0.90993 0.93049 -0.92957 -0.1 -0.1 0.0 0.155
H 0.61385 -1.45870 0.99450 0.1 0.1 0.0 0.142
H -1.13380 1.92281 0.03090 0.1 0.0 0.1 0.134
```
Positions in Å, forces in eV/Å.

Computed properties:
- Strongest force on any atom: 0.0105 Eh/bohr
- Energy above the lowest of the compared OMol25 structures with the same formula, charge and spin: 172.1 kJ/mol
- HOMO: -10.0 eV
- Molecular weight: 88.06 g/mol
- 2S+1: 1
- Structure (SMILES): O=CC(O)C=O
- LUMO energy: 0.02 eV


[12]
Density functional theory data (ωB97M-V with the def2-TZVPD basis set) for an isolated molecule of C3H4O3.

The geometry in XYZ format:
```
10
Properties=species:S:1:pos:R:3:forces:R:3:lowdin_charge:R:1
O 0.01443 -1.30612 1.30368 -0.4 0.4 -0.1 0.081
C -0.65747 -0.30906 1.22870 0.3 -0.3 0.1 -0.209
C -0.66344 0.58569 0.00140 -0.1 0.0 0.1 -0.140
O -0.17603 -0.15733 -1.10057 0.1 0.0 0.0 -0.029
C 1.15996 -0.33955 -1.12761 0.3 0.2 0.1 -0.336
O 1.96558 0.30646 -0.51722 -0.4 -0.3 -0.2 0.086
H -1.31048 0.00790 2.06452 0.1 0.1 0.0 0.127
H -1.68081 0.90531 -0.24541 0.2 -0.1 0.1 0.134
H -0.04453 1.46954 0.20767 -0.1 -0.1 0.0 0.136
H 1.39278 -1.16285 -1.81517 0.0 0.1 0.0 0.151
```
Positions in Å, forces in eV/Å.

Computed properties:
- Strongest force on any atom: 0.0123 Eh/bohr
- Energy above the lowest of the compared OMol25 structures with the same formula, charge and spin: 109.9 kJ/mol
- HOMO: -10.4 eV
- Molecular weight: 88.06 g/mol
- 2S+1: 1
- Structure (SMILES): O=CCOC=O
- LUMO energy: 0.84 eV


Which formula does entry 4 have? C3H4O2S2


Which of these has the highest 2S+1? C3H4O2Sm